Record 1
ORCA calculation (the ωB97M-V functional and the def2-TZVPD basis) on the molecule C29H30O5.

Positions of all 64 atoms, in Å:
C  -5.10098  -2.31066  2.63936
C  -3.92537  -1.60100  2.01845
C  -3.83903  -0.20013  1.99243
C  -2.65202  0.42967  1.64938
C  -1.54249  -0.33420  1.30747
C  -0.21796  0.35160  1.13340
C  0.97559  -0.44838  1.62387
C  2.22485  0.14939  1.44179
C  3.40340  -0.48283  1.83420
C  3.39069  -1.71694  2.50559
C  4.62719  -2.27356  3.17571
C  2.14186  -2.33389  2.65133
C  0.95282  -1.70462  2.27769
C  -1.69423  -1.71139  1.09588
C  -2.85501  -2.34057  1.51838
H  -4.86843  -3.37646  2.80649
H  -5.44522  -1.85601  3.58611
H  -5.93598  -2.27255  1.92864
H  -4.70685  0.41497  2.23774
H  -2.59038  1.51471  1.55277
H  -0.25273  1.37951  1.65696
H  2.26145  1.15247  1.00230
H  4.35059  0.00784  1.59525
H  4.48262  -3.33361  3.37290
H  5.49284  -2.19212  2.52115
H  4.88852  -1.78174  4.13402
H  2.07444  -3.31835  3.11691
H  0.02083  -2.24143  2.43965
H  -0.93870  -2.29285  0.56931
H  -2.95184  -3.42323  1.42625
C  1.23850  -3.46782  -1.97748
C  1.84819  -2.22834  -1.42468
O  0.76504  -1.27611  -1.35945
C  1.14745  -0.01164  -1.04054
C  -0.05504  0.72208  -0.41105
C  -1.20340  0.31003  -1.42856
C  -1.52893  1.08729  -2.66368
C  -0.55339  1.85840  -3.29175
C  -0.85491  2.58661  -4.43450
C  -2.17445  2.57766  -4.90472
C  -3.16423  1.78008  -4.30031
C  -2.82568  0.98665  -3.20516
O  -1.83930  -0.74232  -1.25393
C  0.05451  2.24310  -0.45632
O  -0.91348  3.02066  -0.58975
O  1.27598  2.68482  -0.14864
C  1.48122  4.14299  -0.06586
C  2.92387  4.36850  0.33811
O  2.25641  0.38945  -1.18967
H  1.90815  -4.29833  -1.77661
H  0.25173  -3.67226  -1.56419
H  1.15573  -3.40377  -3.05948
H  2.27395  -2.36925  -0.42753
H  2.62752  -1.82956  -2.07798
H  0.44660  1.84988  -2.87688
H  -0.07342  3.16249  -4.91671
H  -2.41821  3.16419  -5.77690
H  -4.18526  1.74533  -4.68425
H  -3.55335  0.32852  -2.73115
H  1.27871  4.53364  -1.07940
H  0.77865  4.57498  0.67768
H  3.07755  5.44257  0.50678
H  3.18027  3.81161  1.25663
H  3.60256  4.07427  -0.47345

Cartesian forces, eV/Å:
-0.4 -0.2 -0.3
0.2 0.4 0.7
-0.4 -0.3 -0.1
0.1 -0.3 -0.2
-0.1 -0.2 0.5
-0.6 0.5 -0.4
0.6 -0.3 0.9
0.3 0.0 0.5
0.1 -0.1 0.1
-0.4 0.6 0.1
0.0 -0.2 -0.2
0.0 0.2 0.3
0.1 0.3 -0.8
-0.3 0.1 0.4
0.0 0.1 -0.3
-0.1 0.5 0.0
0.3 -0.2 -0.4
-0.1 -0.1 0.2
0.2 -0.3 0.1
0.0 -0.2 0.4
0.1 -1.7 -0.6
0.2 -0.7 0.2
-0.2 -0.1 0.3
0.0 -0.1 0.1
0.1 0.1 0.0
-0.4 -0.1 -0.5
0.1 0.3 0.0
0.3 0.3 0.1
-0.1 0.3 0.4
0.0 0.2 0.0
0.2 -0.7 -0.4
0.0 0.5 -0.3
0.6 0.7 0.7
-0.6 -1.0 0.0
-0.1 0.7 -2.1
-2.2 -2.7 0.8
0.1 0.2 -0.1
-0.3 -0.2 0.0
-0.6 -0.2 0.2
0.1 -0.4 0.2
0.6 -0.1 0.1
0.4 0.4 0.2
1.4 2.5 -0.6
-1.6 2.5 0.4
2.2 -2.2 0.3
-0.1 0.6 -0.1
-0.4 -0.4 -0.1
0.1 0.0 -0.1
0.5 0.4 -0.6
0.0 -0.3 0.1
0.1 0.0 0.1
-0.2 0.1 -0.1
-0.2 0.1 0.1
0.0 -0.1 0.1
0.1 0.2 -0.2
-0.2 0.0 -0.1
-0.1 0.1 -0.1
0.4 0.1 0.0
0.2 0.2 -0.1
-0.1 0.0 0.6
0.3 -0.4 -0.6
0.0 -0.3 0.1
-0.1 0.3 -0.4
-0.1 -0.1 0.3

## Properties
- E_HOMO (eV) = -8.184
- energy relative to the best compared isomer or geometry (same formula, charge and spin) (kcal per mole) = 0.00
- multiplicity = 1
- E_tot (Ha) = -1499.2476
- E_LUMO (eV) = 0.33
- orbital gap (eV) = 8.5148
- SMILES = CCOC(=O)C(C(=O)OCC)(C(=O)c1ccccc1)C(c1ccc(C)cc1)c1ccc(C)cc1

So, what does the Mulliken scheme give us? The charges, in e, come out as:
1 C -1.45
2 C 0.83
3 C -1.07
4 C -0.33
5 C -0.57
6 C 0.83
7 C -0.12
8 C -0.21
9 C -1.10
10 C 1.06
11 C -1.43
12 C -1.41
13 C 0.06
14 C -0.15
15 C -1.14
16 H 0.35
17 H 0.36
18 H 0.30
19 H 0.35
20 H 0.45
21 H 0.83
22 H 0.50
23 H 0.37
24 H 0.39
25 H 0.36
26 H 0.26
27 H 0.30
28 H 0.62
29 H 0.82
30 H 0.31
31 C -1.33
32 C 0.09
33 O -0.24
34 C -1.00
35 C 4.91
36 C -0.53
37 C 0.38
38 C 0.07
39 C -1.02
40 C -0.43
41 C -0.67
42 C -0.50
43 O -0.53
44 C -1.80
45 O -0.65
46 O -0.17
47 C -0.25
48 C -1.15
49 O -0.53
50 H 0.43
51 H 0.27
52 H 0.32
53 H -0.05
54 H 0.42
55 H 0.38
56 H 0.42
57 H 0.39
58 H 0.39
59 H 0.45
60 H 0.26
61 H 0.29
62 H 0.43
63 H 0.29
64 H 0.28

---

Record 2
ORCA calculation (the ωB97M-V functional and the def2-TZVPD basis) on a structure of composition C29H31As2Br2CuN3O4S.

Positions of all 73 atoms, in Å:
Cu  1.26678  -0.63156  -0.49234
C  3.01495  2.53809  -0.22102
As  1.85760  1.56337  -1.42856
C  3.01163  1.40460  -2.99129
C  0.63771  2.96149  -2.02868
C  1.17486  4.23112  -2.24708
C  0.37928  5.29186  -2.64033
C  -0.98071  5.09711  -2.81532
C  -1.52211  3.84099  -2.60466
C  -0.72978  2.76030  -2.21778
As  -1.57037  1.00372  -1.96965
C  -2.72289  0.99141  -3.56080
C  -2.93813  1.53475  -0.67054
H  3.57476  3.30176  -0.76218
H  3.69107  1.80167  0.20790
H  2.41262  2.98692  0.56542
H  3.38023  2.38541  -3.29687
H  2.45664  0.95558  -3.81394
H  3.85502  0.77110  -2.72275
H  2.23548  4.40226  -2.10079
H  0.81883  6.26765  -2.80284
H  -1.61835  5.91899  -3.11285
H  -2.58825  3.70362  -2.74198
H  -3.36685  1.86787  -3.62337
H  -3.34805  0.09867  -3.52026
H  -2.10093  0.94004  -4.45300
H  -3.36409  2.50638  -0.92045
H  -2.47584  1.58972  0.31261
H  -3.73454  0.78766  -0.67267
Br  -3.94309  -4.81371  -0.53983
C  -2.46278  -3.65684  -0.43837
C  -2.57898  -2.43456  0.20691
C  -1.46910  -1.60769  0.22746
N  -0.31253  -1.95469  -0.32311
C  -0.19589  -3.13823  -0.92134
C  -1.25940  -4.02646  -1.01521
C  1.14844  -3.41094  -1.48099
C  1.64064  -4.69823  -1.62774
C  2.93937  -4.84102  -2.08920
Br  3.67408  -6.56060  -2.28929
C  3.69406  -3.71910  -2.37921
C  3.11414  -2.47485  -2.18468
N  1.86843  -2.32021  -1.75304
H  -3.50134  -2.12565  0.67547
H  -1.49136  -0.64168  0.71559
H  -1.15391  -4.96632  -1.53523
H  1.04918  -5.55989  -1.35765
H  4.71704  -3.79493  -2.71403
H  3.67842  -1.57105  -2.35475
C  -3.75001  -0.48628  5.96540
C  -2.64023  -0.14850  5.01368
C  -2.37853  1.17157  4.65386
C  -1.36039  1.48296  3.76981
C  -0.58719  0.46858  3.22540
C  -0.82914  -0.84856  3.57276
C  -1.84841  -1.15062  4.46249
S  0.69891  0.90644  2.07714
O  1.68764  1.63043  2.83691
O  0.00595  1.61824  1.00985
N  1.21870  -0.45007  1.46744
C  2.38915  -1.09483  2.04069
C  3.46372  -1.30587  0.96678
O  4.39715  -2.06009  1.17611
O  3.28011  -0.64746  -0.12627
H  -4.18210  0.41228  6.40215
H  -3.39352  -1.11906  6.77894
H  -4.54880  -1.02879  5.45711
H  -2.97845  1.96727  5.07598
H  -1.16707  2.51242  3.50023
H  -0.22252  -1.63412  3.14266
H  -2.02808  -2.18400  4.73512
H  2.11327  -2.06923  2.45903
H  2.79792  -0.49857  2.86102

Cartesian forces, eV/Å:
0.6 -0.6 0.5
0.0 0.0 -0.1
-0.3 0.1 -0.3
0.0 0.2 0.0
0.1 0.1 0.0
0.0 0.0 0.0
0.1 0.1 0.0
-0.1 0.0 0.0
0.0 0.0 0.0
-0.1 0.0 0.0
0.1 0.0 0.0
0.0 0.1 0.0
0.0 0.0 0.0
0.0 0.0 0.1
0.0 0.1 0.0
0.0 0.0 0.0
0.0 -0.1 0.0
0.0 0.0 0.0
0.0 0.0 0.0
0.0 0.0 0.0
0.0 0.0 0.0
0.0 0.0 0.0
0.0 0.0 0.0
0.0 0.0 0.0
0.0 0.0 0.0
0.0 0.0 0.0
0.0 0.0 0.0
0.0 0.0 0.1
0.0 0.0 0.0
0.0 0.0 0.0
0.1 0.1 0.0
0.0 -0.1 0.0
-0.1 -0.1 0.2
-0.2 0.2 -0.4
-0.1 -0.1 -0.1
0.1 0.0 0.1
0.0 -0.1 0.0
0.0 0.1 -0.1
0.0 0.1 0.0
0.0 0.0 0.0
0.0 0.0 0.0
0.1 -0.1 -0.1
-0.1 0.0 0.0
0.0 0.0 0.0
0.0 0.0 0.0
0.0 0.0 0.0
0.0 0.0 0.0
0.0 0.0 0.0
0.0 0.0 0.0
-0.1 0.0 0.1
0.1 0.0 -0.1
0.0 -0.1 0.0
0.0 0.1 0.0
0.0 0.0 0.0
0.0 -0.1 0.0
0.0 0.0 0.0
-0.2 0.0 -0.2
0.0 0.0 0.0
-0.1 0.0 0.1
-0.1 0.3 0.0
-0.2 -0.1 0.2
0.3 -0.2 0.3
0.1 -0.1 0.1
-0.3 0.2 -0.3
0.0 0.0 0.0
0.0 0.0 0.0
0.0 0.0 0.0
0.0 0.0 0.0
0.0 0.0 0.0
0.0 0.0 0.0
0.0 0.0 0.0
0.1 0.0 -0.1
0.2 0.0 -0.1

## Properties
- E_HOMO (spin up / spin down) (eV) = -8.173 / -8.058
- multiplicity = 2
- E_tot (Ha) = -13247.1603
- E_LUMO (spin up / spin down) (eV) = -0.82 / -0.90
- orbital gap (spin up / spin down) (eV) = 7.3567 / 7.1623

So, what does the Mulliken scheme give us? The charges, in e, come out as:
1 Cu -1.01
2 C -1.50
3 As 1.79
4 C -1.31
5 C 0.09
6 C -0.84
7 C -0.76
8 C -0.89
9 C -0.40
10 C 0.55
11 As 0.46
12 C -1.22
13 C -1.06
14 H 0.60
15 H 0.40
16 H 0.36
17 H 0.47
18 H 0.32
19 H 0.44
20 H 0.22
21 H 0.39
22 H 0.39
23 H 0.23
24 H 0.40
25 H 0.39
26 H 0.36
27 H 0.52
28 H 0.12
29 H 0.37
30 Br -0.15
31 C -0.37
32 C -1.22
33 C -0.42
34 N 1.01
35 C 0.77
36 C -0.60
37 C 0.52
38 C -0.93
39 C -0.02
40 Br -0.15
41 C -0.77
42 C 0.06
43 N 0.16
44 H 0.57
45 H 0.77
46 H 0.54
47 H 0.45
48 H 0.43
49 H 0.27
50 C -1.43
51 C 1.02
52 C -0.93
53 C -0.78
54 C -0.02
55 C -0.11
56 C -0.91
57 S 1.31
58 O -0.80
59 O -0.51
60 N 0.68
61 C -0.81
62 C 0.25
63 O -0.76
64 O -0.37
65 H 0.35
66 H 0.36
67 H 0.30
68 H 0.31
69 H 0.48
70 H 0.28
71 H 0.40
72 H 0.24
73 H 0.66

---

- Look up the E_tot of the second one.
  -13247.1603 Ha